No. 1
64
Properties=species:S:1:pos:R:3:mulliken_charge:R:1 method="wB97M-V/def2-TZVPD" total_energy_ha=-1939.1524 multiplicity=1 gap_ha=0.3378 de_lowest_kj_mol=6.17 fmax_ha_per_bohr=0.0237 total_charge=0 homo_energy_ev=-8.86
S 4.58 0.88 1.88 0.01
O -2.34 1.74 -2.19 -0.46
O -1.54 1.21 1.90 -0.75
O -0.25 -2.65 0.00 -0.72
N 0.93 2.52 -0.02 1.25
N 1.84 1.92 0.73 -0.77
N -1.20 0.37 -0.15 0.91
N 2.67 2.71 -1.16 -0.60
N 1.42 2.99 -1.14 -0.50
N -4.74 -2.07 -2.71 -0.61
N -0.40 -1.57 1.98 -0.24
C -3.11 1.64 -3.38 -0.70
C -0.99 1.37 -2.47 0.63
C -1.89 -0.86 0.27 -0.45
C -0.78 -1.82 0.72 0.15
C -4.95 -1.04 -1.91 -0.53
C -1.09 1.34 0.77 1.03
C -4.05 -0.63 -0.94 -0.43
C -2.86 -1.33 -0.79 0.29
C -3.61 -2.74 -2.56 -0.67
C 1.33 -1.69 4.95 -0.65
C 0.77 -2.15 2.59 -0.30
C 6.50 1.13 0.21 -0.44
C 6.23 0.68 1.46 -0.45
C 1.67 -0.48 4.08 -0.46
C -2.43 0.56 -4.21 -0.04
C -0.53 0.31 -1.44 -1.99
C 4.25 1.58 0.34 0.29
C -0.95 0.83 -3.91 -1.26
C 0.47 -2.58 4.04 -0.94
C 5.37 1.65 -0.44 -0.64
C -2.63 -2.41 -1.63 -0.24
C 1.89 -1.10 2.71 -0.20
C -0.44 2.66 0.37 -1.52
C 2.94 2.05 -0.01 0.54
H 0.70 -3.64 4.19 0.30
H 0.56 0.38 -1.31 0.33
H -0.59 -2.44 4.25 0.32
H 5.36 2.07 -1.43 0.50
H -2.48 -0.57 1.15 0.97
H -0.49 3.31 1.26 0.35
H -4.13 1.39 -3.09 0.32
H 0.82 -1.42 5.86 0.38
H -0.98 3.12 -0.45 0.40
H -5.89 -0.52 -2.05 0.45
H 1.84 -0.37 1.90 -0.23
H -0.33 -0.05 -4.00 0.42
H -0.35 2.26 -2.39 0.51
H -0.56 1.60 -4.58 0.41
H -0.74 -0.68 -1.84 0.88
H 1.06 -2.99 1.95 0.61
H 7.48 1.09 -0.24 0.42
H -2.72 -0.43 -3.86 -0.18
H -1.73 -3.00 -1.55 0.54
H 0.83 0.22 4.05 0.21
H 6.90 0.23 2.17 0.43
H 2.86 -1.59 2.67 0.37
H -4.27 0.23 -0.31 0.38
H 2.25 -2.21 5.22 0.28
H -2.66 0.65 -5.27 0.52
H -3.47 -3.57 -3.24 0.38
H -3.10 2.60 -3.91 0.38
H -0.81 -0.77 2.47 0.41
H 2.55 0.06 4.44 0.40

***

No. 2
73
Properties=species:S:1:pos:R:3:mulliken_charge:R:1 method="wB97M-V/def2-TZVPD" total_energy_ha=-2861.9191 multiplicity=1 gap_ha=0.2878 de_lowest_kj_mol=72.35 fmax_ha_per_bohr=0.0187 total_charge=-1 homo_energy_ev=-5.57
Y -0.58 -0.15 0.20 0.23
S -3.30 0.21 1.33 -0.69
S 3.34 3.59 0.18 -0.40
O -0.62 -1.66 2.14 -0.67
O 0.50 -2.34 3.98 -0.82
O 2.14 0.60 -3.03 -1.01
O 3.23 -4.13 -4.03 -0.69
O -0.27 4.00 1.66 -0.76
O 1.29 0.44 -0.98 0.54
O -0.74 2.17 0.43 -0.84
O -2.39 -0.81 -3.78 -0.78
N 2.44 -2.01 -4.26 -0.22
N 1.17 -2.27 -0.22 0.40
N -1.14 -0.07 -1.97 -0.15
N -2.77 2.26 2.94 -0.08
N 4.23 1.33 -1.06 -0.24
N 0.44 0.69 2.22 2.43
N -2.44 0.17 3.83 -0.05
N -2.01 -2.14 -0.51 -0.41
N 4.29 1.28 1.13 -0.02
C 2.27 1.55 4.02 -0.59
C 4.48 -0.07 -0.71 0.54
C 0.92 -0.18 3.10 0.00
C 2.10 -2.75 0.61 -0.32
C 4.93 0.03 0.75 -0.76
C 0.22 -1.54 3.08 0.01
C 1.88 0.21 4.02 -0.97
C 2.52 -3.01 -2.07 0.09
C 1.70 2.46 3.15 -0.67
C 1.39 -2.40 -1.54 -0.45
C 0.76 1.97 2.24 0.66
C -2.10 -0.79 -2.58 0.70
C 3.45 -3.55 -1.19 -0.53
C 1.18 0.59 -2.24 0.49
C -1.89 0.70 5.07 -0.26
C -0.12 2.83 1.32 -0.19
C 3.24 -3.40 0.17 -0.89
C -2.88 -1.68 -1.60 -0.62
C -2.78 0.94 2.79 0.18
C -2.32 2.95 4.15 -0.43
C -2.53 2.05 5.35 -0.73
C 3.96 2.05 0.06 -0.05
C -0.24 0.70 -2.80 -1.16
C 2.76 -3.11 -3.55 -0.12
H -1.27 3.23 4.04 0.14
H -3.33 -2.48 -2.19 0.39
H -1.40 -2.89 -0.83 0.24
H 3.61 1.48 -1.85 0.34
H 5.25 -0.51 -1.35 0.38
H -2.88 3.88 4.24 0.42
H 2.62 -2.06 -5.25 0.22
H -2.52 -2.48 0.29 0.25
H 2.25 -0.51 4.74 0.62
H -0.26 0.38 -3.84 0.35
H -0.80 0.80 4.99 0.03
H -2.84 2.79 2.08 0.34
H 1.90 -2.63 1.67 0.36
H 3.94 -3.79 0.90 0.50
H -2.07 2.50 6.23 0.39
H 4.40 1.72 2.02 0.27
H 3.56 -0.64 -0.82 -0.61
H -2.10 -0.02 5.87 0.43
H -2.32 -0.80 3.59 0.30
H -0.49 1.77 -2.79 0.39
H 2.28 -1.10 -3.83 0.15
H 3.01 1.89 4.74 0.46
H -3.59 1.91 5.55 0.32
H 0.64 -1.98 -2.20 0.79
H 1.94 3.51 3.14 0.52
H -3.68 -1.08 -1.16 0.19
H 6.02 0.09 0.83 0.32
H 4.32 -4.05 -1.58 0.46
H 4.57 -0.80 1.35 0.33

***

No. 3
61
Properties=species:S:1:pos:R:3:mulliken_charge:R:1 method="wB97M-V/def2-TZVPD" total_energy_ha=-1836.3486 multiplicity=1 gap_ha=0.3465 de_lowest_kj_mol=0.00 fmax_ha_per_bohr=0.0245 total_charge=0 homo_energy_ev=-8.86
S 2.43 0.84 1.91 1.53
O 0.03 3.90 1.31 -0.72
O -1.28 -2.59 -0.97 -0.27
O -1.33 -0.64 -2.04 -0.61
O 3.60 0.30 2.54 -0.68
O 2.05 2.17 2.27 -0.79
O 1.14 -0.05 2.26 -0.30
N -1.77 -0.20 1.03 0.77
C -1.44 -1.02 2.19 -1.89
C -1.67 -1.33 -1.11 -0.03
C 3.06 0.61 -4.09 -1.74
C -2.46 1.05 1.39 -0.36
C 1.03 -1.38 1.94 0.47
C -1.52 2.13 1.89 -1.13
C -2.42 2.20 -0.90 -0.29
C 1.67 0.32 -2.02 -0.91
C 1.51 0.35 -0.64 1.04
C -0.26 -1.92 1.92 0.69
C 2.89 0.62 -2.60 0.79
C 2.13 -2.17 1.65 -0.53
C -2.58 -0.90 0.03 0.37
C -3.25 1.43 0.13 0.02
C 3.97 0.96 -1.78 -0.82
C -3.68 0.07 -0.42 -1.20
C -0.35 -3.10 -1.91 -0.75
C 0.68 -4.07 1.37 -0.72
C 1.95 -3.51 1.36 -0.72
C -0.72 2.84 0.79 1.15
C -0.41 -3.27 1.65 -0.33
C 2.58 0.69 0.15 0.08
C -1.69 3.37 -0.27 -1.47
C 3.81 1.00 -0.40 -1.09
H 0.55 -5.12 1.17 0.45
H -1.12 3.92 -1.02 0.47
H 4.63 1.25 0.25 0.53
H 2.20 0.17 -4.58 0.35
H 3.95 0.06 -4.37 0.40
H -0.81 1.71 2.61 0.45
H -3.01 -1.83 0.45 0.40
H -2.30 -1.62 2.51 0.55
H -2.11 2.89 2.41 0.40
H -0.63 -2.78 -2.92 0.36
H 0.65 -2.74 -1.68 0.25
H -1.40 -3.70 1.66 0.36
H 3.11 -1.73 1.68 0.50
H -3.78 0.08 -1.50 0.43
H -3.08 2.55 -1.70 0.42
H 3.18 1.63 -4.46 0.34
H 4.92 1.20 -2.22 0.45
H -0.38 -4.18 -1.83 0.24
H 2.81 -4.13 1.14 0.43
H -0.05 2.11 0.31 -0.47
H -4.64 -0.24 0.01 0.35
H -1.69 1.52 -1.35 -0.08
H 0.82 0.06 -2.64 0.52
H 0.56 0.10 -0.20 -0.02
H -1.17 -0.34 3.01 0.60
H -4.11 2.04 0.40 0.52
H 0.77 3.52 1.82 0.53
H -2.39 4.06 0.20 0.40
H -3.19 0.83 2.19 0.28

***

No. 4
101
Properties=species:S:1:pos:R:3:mulliken_charge:R:1 method="wB97M-V/def2-TZVPD" total_energy_ha=-5334.3391 multiplicity=2 gap_ha="0.1878 / 0.0913" fmax_ha_per_bohr=0.0939 total_charge=+2 homo_energy_ev="-14.76 / -14.76"
Sn -5.43 -14.64 15.06 1.82
Sn -4.80 -10.84 19.33 1.57
F -4.05 -14.36 23.58 -0.25
F 2.15 -10.18 10.13 -0.21
F -2.80 -13.88 21.82 -0.13
F 0.82 -6.79 18.98 -0.22
F -1.32 -13.52 17.83 0.19
F -3.56 -15.96 22.09 -0.26
F 0.25 -10.83 9.22 -0.23
F -2.67 -11.75 17.18 -0.23
F 1.62 -12.34 9.94 -0.25
F -0.24 -11.04 24.19 -0.24
F -3.34 -14.05 16.96 -0.26
F -5.92 -12.90 17.47 -0.43
F -7.36 -14.59 17.90 -0.45
F -6.51 -11.52 14.84 -0.35
F -2.48 -11.01 24.28 -0.19
F 4.00 -17.12 18.28 -0.25
F 3.03 -18.93 21.59 -0.20
F -3.12 -13.05 18.96 -0.24
F -5.81 -10.33 16.48 -0.29
F -8.16 -12.55 17.08 -0.32
F 2.39 -18.22 17.34 -0.23
F 4.09 -17.50 16.19 -0.24
F 3.70 -16.98 20.96 -0.12
F -0.51 -7.54 20.52 -0.18
F -7.39 -12.67 19.24 -0.33
F -1.21 -9.23 23.74 -0.22
F -1.21 -5.90 19.27 -0.26
F -4.31 -11.38 15.26 -0.15
F 3.19 -17.31 23.00 -0.18
F -5.35 -9.61 14.43 -0.32
O 0.55 -17.72 22.16 -0.09
O -6.10 -15.28 21.69 -0.35
O -2.55 -10.80 21.50 -0.39
O -2.08 -8.69 18.67 -0.41
O 2.93 -14.82 17.47 -0.30
O -0.47 -8.24 17.14 -0.37
O 0.22 -10.11 12.26 -0.50
O -5.32 -13.26 20.98 -0.32
O 1.45 -16.00 16.18 -0.52
O -0.10 -12.40 11.82 -0.34
O 1.26 -16.55 20.27 0.03
O -0.40 -11.50 21.71 -0.28
C -1.39 -10.56 23.66 0.77
C -1.02 -16.89 18.93 -1.15
C 2.50 -15.94 16.86 0.49
C -1.01 -9.21 16.21 0.85
C 0.15 -12.94 14.24 -0.83
C 2.27 -13.62 17.53 0.74
C 2.93 -17.59 21.75 0.80
C 0.51 -10.77 19.78 -1.17
C -8.22 -14.22 21.73 -1.12
C -0.26 -11.99 20.33 0.56
C -2.07 -8.70 15.26 -1.29
C 1.13 -11.07 10.20 0.81
C -0.43 -7.06 19.30 0.81
C -1.08 -8.03 18.35 0.38
C 0.39 -11.12 11.56 0.37
C -7.32 -15.22 21.01 0.19
C -5.13 -14.32 21.57 0.03
C 1.40 -17.32 21.39 0.47
C -3.78 -14.63 22.29 0.94
C -1.50 -10.91 22.14 0.36
C 3.16 -12.67 16.71 -1.65
C -0.81 -12.62 13.07 -0.17
C -0.02 -16.02 19.84 0.23
C 3.27 -17.25 17.19 0.85
B -7.21 -13.16 17.93 0.43
B -2.61 -13.05 17.69 -0.09
B -5.46 -10.70 15.24 0.35
H -7.12 -14.96 19.98 -0.06
H 0.44 -13.99 14.18 0.43
H 1.25 -13.82 17.20 0.08
H -1.22 -12.07 19.83 0.05
H -1.88 -7.67 14.96 0.45
H -7.71 -16.24 21.02 0.35
H -1.52 -13.44 13.00 0.27
H -0.47 -17.51 18.22 0.37
H -0.25 -12.73 15.23 0.01
H -9.28 -14.29 21.50 0.39
H -0.16 -9.33 15.53 0.23
H -3.03 -8.84 15.75 0.24
H 0.31 -12.92 20.29 -0.04
H 1.53 -10.90 20.17 0.45
H -1.28 -10.14 16.71 -0.28
H 0.24 -15.19 19.19 -0.47
H 0.50 -10.54 18.72 0.15
H -7.82 -13.21 21.72 0.19
H 1.10 -12.41 14.36 0.35
H -0.70 -15.78 20.66 0.63
H -8.16 -14.45 22.80 0.40
H 3.36 -12.97 15.68 0.44
H -1.43 -11.75 13.27 0.22
H 0.13 -9.84 20.21 0.21
H -2.09 -9.28 14.34 0.22
H 2.70 -11.69 16.58 0.35
H 4.10 -12.58 17.25 0.41
H -1.65 -17.50 19.58 0.43
H 2.36 -13.18 18.53 -0.07
H -1.66 -16.27 18.31 0.16